(1)
# C17H31N3P2Ti

C17H31N3P2Ti as an isolated structure in a non-equilibrium geometry (ωB97M-V/def2-TZVPD, OMol25).

Last column: Mulliken charge in e.
CARTESIAN COORDINATES (ANGSTROEM)
H1 2.402 2.231 -2.172  0.395
C1 -2.322 0.123 0.802  -1.189
H2 1.751 -0.044 -0.367  0.870
H3 -1.699 3.481 -1.823  0.398
H4 -1.399 -0.681 -2.796  0.346
H5 -1.307 -3.764 -2.688  0.458
H6 1.776 -3.622 -0.912  0.379
C2 -0.923 2.512 1.318  -0.256
H7 2.387 -2.260 -1.883  0.357
H8 2.473 -2.047 4.192  0.240
H9 -2.061 -1.979 0.596  0.311
N1 0.297 -1.283 3.242  -0.602
H10 -1.907 1.787 -0.507  -0.497
C3 1.509 2.839 -1.984  -1.416
H11 0.337 0.850 -3.941  0.533
P1 0.050 1.784 -1.884  1.322
C4 -1.404 -3.226 -1.730  -1.553
C5 0.831 0.122 0.215  -0.988
H12 1.053 0.559 2.357  0.178
C6 -1.332 2.763 -2.571  -1.411
C7 3.035 -2.234 3.256  -1.124
H13 -1.346 3.490 1.483  0.382
P2 0.008 -2.111 -1.543  1.052
Ti1 1.660 -1.742 1.858  -0.015
C8 -1.379 0.668 5.772  0.476
H14 -1.469 -3.947 -0.914  0.432
C9 -1.948 1.642 0.609  -0.012
H15 1.620 3.404 -1.051  0.311
H16 2.264 1.358 1.290  0.276
H17 3.258 -3.298 3.107  0.345
C10 -0.315 -0.582 4.023  0.595
C11 -0.317 -0.886 -2.839  -0.979
N2 -1.687 1.395 6.636  -0.533
C12 1.559 -2.969 -1.765  -1.293
H18 -2.331 -2.637 -1.760  0.452
H19 3.907 -1.567 3.149  0.252
C13 0.419 2.428 1.362  -0.852
H20 -1.004 3.336 -3.450  0.455
C14 1.194 1.073 1.372  -0.153
H21 0.200 0.876 -0.398  -1.226
C15 -1.629 -1.022 0.226  -1.428
H22 -3.319 0.060 0.276  0.364
H23 1.581 0.227 -2.812  0.378
H24 0.274 -2.105 0.616  0.280
H25 1.055 3.284 1.422  0.576
H26 1.501 -3.591 -2.672  0.417
H27 1.344 3.534 -2.823  0.434
H28 -2.581 -0.049 1.860  0.318
H29 -0.128 -1.489 -3.753  0.570
H30 -2.898 2.132 0.908  0.412
N3 -1.184 -0.229 4.828  -0.562
C16 0.504 0.404 -2.944  -1.138
H31 -2.184 2.129 -2.859  0.378
C17 -0.175 -1.131 0.063  2.286

Values from the calculation:
Electronic energy ... -2362.4006 Ha
2S+1 ... 3
Energy relative to the best compared isomer or geometry (same formula, charge and spin) ... 0.00 kJ/mol
Max |F| ... 3.77 eV/A
M ... 387.27 g mol⁻¹
HOMO-LUMO gap (alpha / beta) ... 5.35 / 4.97 eV

---

(2)
# C10H18N2Si

One molecule with the formula C10H18N2Si in a non-equilibrium geometry (ωB97M-V/def2-TZVPD, OMol25).

Last column: Mulliken charge in e.
CARTESIAN COORDINATES (ANGSTROEM)
H1 -1.175 2.173 -1.683  0.515
H2 3.449 -0.060 -2.444  0.202
H3 -1.902 3.454 -0.015  0.433
C1 1.218 -0.087 0.281  0.043
C2 -0.480 -2.537 0.245  -1.195
C3 2.223 0.057 1.287  -0.645
C4 -2.829 -1.740 0.032  -1.054
C5 3.933 0.115 -0.364  -0.468
H4 -1.745 2.739 1.599  0.376
H5 -1.600 0.575 -1.856  0.408
C6 -1.335 2.764 0.620  -1.146
C7 -1.854 1.419 -1.287  -1.269
H6 4.144 0.191 1.888  0.342
H7 -0.350 3.114 0.817  0.320
N1 -1.570 1.391 0.120  0.110
H8 -0.753 -3.035 -0.734  0.344
N2 -1.402 -1.427 0.186  0.393
H9 -0.805 0.261 2.206  -0.278
C8 3.526 0.155 0.997  -0.406
H10 4.920 0.119 -0.538  0.530
H11 0.772 -0.206 -1.724  0.463
H12 0.489 -2.293 0.150  0.501
C9 2.988 0.079 -1.383  -0.753
C10 1.599 -0.099 -1.058  0.206
H13 1.990 0.032 2.271  0.453
H14 -3.065 -2.446 0.738  0.397
H15 -2.821 1.520 -1.621  0.322
H16 -3.291 -0.783 0.256  0.339
Si1 -0.629 0.044 0.735  0.033
H17 -0.744 -3.256 1.169  0.195
H18 -2.899 -2.234 -0.888  0.290

Values from the calculation:
Electronic energy ... -790.7835 Ha
2S+1 ... 1
Energy relative to the best compared isomer or geometry (same formula, charge and spin) ... 101.51 kJ/mol
Max |F| ... 6.66 eV/A
M ... 194.35 g mol⁻¹
HOMO-LUMO gap ... 9.16 eV

---

(3)
# C30H56Cl8O18

C30H56Cl8O18 as an isolated structure in a non-equilibrium geometry (ωB97M-V/def2-TZVPD, OMol25).

Last column: Mulliken charge in e.
CARTESIAN COORDINATES (ANGSTROEM)
H1 14.068 -18.541 -1.065  0.298
O1 7.864 -17.282 -8.086  -0.448
H2 12.067 -13.314 -4.355  0.337
H3 13.098 -15.923 -4.042  -0.137
H4 10.354 -19.130 -5.241  0.202
C1 6.544 -15.672 -1.276  1.539
C2 10.592 -18.722 -6.222  -0.259
H5 6.558 -19.509 -8.609  0.374
H6 4.935 -18.915 -2.806  0.647
H7 10.339 -19.082 -0.054  0.065
H8 9.089 -19.660 0.957  0.462
H9 10.687 -16.412 -1.663  -1.785
C3 9.979 -16.737 -4.454  0.815
C4 8.474 -17.959 0.014  -0.398
H10 7.979 -13.158 -8.791  0.281
O2 8.725 -21.412 -2.697  -0.010
H11 7.767 -19.251 -1.905  -0.353
C5 12.586 -14.288 -1.663  0.584
H12 9.615 -13.889 -3.613  0.468
H13 8.403 -22.666 -4.148  0.217
H14 10.848 -19.702 -1.331  1.819
Cl1 7.678 -13.753 -4.868  -0.288
H15 10.943 -20.292 -3.643  0.987
H16 7.125 -13.397 -7.328  0.388
O3 7.939 -15.141 -8.316  -0.492
C6 10.010 -15.699 -3.351  1.701
H17 10.259 -18.681 -4.023  -1.746
O4 7.415 -17.463 -2.299  -0.447
H18 15.243 -18.539 -2.302  0.313
H19 5.806 -17.572 -2.121  -1.369
H20 9.980 -16.205 -5.406  -0.276
Cl2 11.438 -17.832 0.890  -0.258
C7 13.089 -14.870 -3.760  -0.432
H21 8.890 -17.202 -0.651  0.006
H22 11.497 -19.222 -6.569  0.342
H23 5.398 -14.103 -2.336  0.623
C8 10.634 -16.886 -7.714  0.597
H24 9.657 -23.336 -3.069  0.285
H25 9.756 -19.115 -6.800  -0.125
C9 7.036 -19.344 -2.708  0.683
H26 9.494 -14.786 -3.645  -0.587
Cl3 5.280 -19.305 -0.585  -0.290
C10 5.778 -18.661 -2.164  1.500
H27 5.869 -18.985 -7.164  0.404
C11 9.387 -21.015 -1.631  0.471
O5 8.682 -20.007 -1.018  -0.122
O6 10.929 -17.561 -8.662  -0.594
O7 12.174 -18.449 -2.183  -0.140
H28 7.394 -18.082 -0.062  -0.278
H29 8.643 -17.524 0.999  1.059
C12 11.812 -14.184 -3.750  0.095
Cl4 10.614 -14.102 -6.419  0.384
O8 13.796 -16.936 -2.194  -0.173
C13 10.596 -15.791 -0.772  0.336
C14 7.998 -13.750 -7.876  0.100
H30 11.987 -13.515 -9.026  0.253
O9 12.580 -14.176 -0.422  -0.657
H31 9.814 -13.839 -8.530  0.383
O10 10.477 -21.477 -1.270  -0.614
O11 8.647 -16.019 -6.289  0.683
O12 9.239 -16.205 -2.319  0.317
H32 9.588 -15.122 -9.723  0.637
O13 11.618 -13.861 -2.400  -0.429
H33 9.495 -12.061 -6.226  0.485
H34 10.108 -18.111 -1.776  1.166
O14 10.561 -17.319 -6.383  0.322
H35 7.467 -15.154 -1.017  0.351
H36 12.294 -15.123 -9.800  0.306
H37 6.878 -20.378 -7.068  0.356
O15 13.476 -14.852 -2.409  -0.242
H38 9.123 -12.209 -3.639  0.720
H39 10.700 -17.548 -4.357  -0.083
C15 10.867 -18.855 -2.017  -2.091
C16 10.077 -12.637 -5.506  -1.237
C17 8.013 -18.529 -7.346  1.650
C18 8.371 -16.997 -2.926  -0.686
Cl5 5.254 -15.819 -0.059  -0.235
H40 8.902 -19.055 -7.692  0.399
C19 10.235 -14.765 -8.922  -0.312
C20 5.957 -15.011 -2.561  0.753
C21 9.264 -13.089 -4.266  -0.015
H41 10.955 -12.072 -5.194  0.571
H42 10.791 -14.780 -1.131  1.482
Cl6 4.839 -16.186 -3.332  -0.206
Cl7 8.900 -15.772 -0.207  -0.694
O16 10.329 -15.566 -7.710  -0.072
H43 6.775 -14.649 -3.183  -0.901
O17 8.727 -17.247 -4.239  -0.224
H44 9.289 -19.804 -3.205  0.866
H45 11.740 -15.509 1.155  0.656
H46 8.161 -18.339 -6.283  -0.989
O18 11.757 -16.409 -2.999  -0.872
H47 8.893 -13.616 -7.268  -0.933
C22 8.212 -16.089 -7.473  0.672
C23 9.259 -19.229 -0.029  -1.360
C24 11.643 -16.131 0.265  -0.379
H48 11.279 -13.996 -10.583  0.427
C25 10.325 -19.473 -3.276  -1.467
H49 7.244 -18.830 -3.647  -0.043
H50 13.922 -14.280 -4.142  0.738
C26 9.318 -22.445 -3.598  -0.670
H51 15.366 -17.369 -0.925  0.329
C27 14.705 -17.864 -1.636  -0.766
H52 11.072 -14.801 -4.260  -1.008
H53 6.852 -16.672 -1.581  -2.091
Cl8 6.654 -21.019 -3.087  -0.381
C28 11.560 -14.345 -9.590  -1.530
H54 10.984 -15.382 -2.978  -0.323
C29 6.798 -19.404 -7.551  -1.700
C30 12.525 -17.239 -2.537  0.610
H55 12.577 -16.173 -0.296  0.397
H56 10.163 -22.015 -4.136  0.305

Values from the calculation:
Electronic energy ... -6211.1150 Ha
2S+1 ... 1
Energy relative to the best compared isomer or geometry (same formula, charge and spin) ... 3503.86 kJ/mol
Max |F| ... 13.00 eV/A
M ... 988.38 g mol⁻¹
HOMO-LUMO gap ... 0.99 eV

---

(4)
# C4H7O3V

C4H7O3V as an isolated structure in a non-equilibrium geometry (ωB97M-V/def2-TZVPD, OMol25).

Last column: Mulliken charge in e.
CARTESIAN COORDINATES (ANGSTROEM)
O1 1.722 -0.334 -0.684  -0.201
C1 1.484 -1.719 -1.139  -0.075
H1 1.841 -3.685 -0.450  0.374
O2 1.462 1.802 -0.863  -0.473
H2 -1.781 -1.613 1.005  0.262
C2 1.013 0.699 -1.113  0.692
H3 3.134 -2.542 -0.017  0.362
H4 0.403 -1.831 -1.270  0.271
C3 2.047 -2.661 -0.112  -1.214
V1 3.094 1.011 0.080  1.496
O3 -1.558 0.029 -0.175  -0.402
H5 -3.152 -1.201 -0.241  0.291
C4 -2.187 -0.939 0.225  -0.087
H6 1.979 -1.806 -2.112  0.352
H7 1.576 -2.518 0.868  0.351

Values from the calculation:
Electronic energy ... -1325.4710 Ha
Total charge ... +2
2S+1 ... 5
Energy relative to the best compared isomer or geometry (same formula, charge and spin) ... 0.00 kJ/mol
Max |F| ... 1.93 eV/A
M ... 154.04 g mol⁻¹
HOMO-LUMO gap (alpha / beta) ... 5.31 / 5.19 eV

---

Among the records above, which one has the highest energy relative to the best compared isomer or geometry (same formula, charge and spin)? C30H56Cl8O18